{
  "formula": "C38H54N12O13S",
  "method": "ωB97M-V with the def2-TZVPD basis set",
  "species": ["N", "C", "C", "C", "C", "C", "H", "H", "H", "H", "H", "N", "C", "C", "C", "C", "C", "H", "H", "H", "H", "H", "N", "C", "C", "C", "C", "C", "H", "H", "H", "H", "H", "N", "C", "C", "C", "C", "C", "H", "H", "H", "H", "H", "N", "C", "C", "C", "C", "C", "H", "H", "H", "H", "H", "N", "C", "C", "C", "C", "C", "H", "H", "H", "H", "H", "C", "S", "O", "C", "H", "H", "H", "H", "H", "H", "C", "N", "O", "O", "H", "H", "H", "C", "N", "O", "O", "H", "H", "H", "C", "N", "O", "O", "H", "H", "H", "C", "N", "O", "O", "H", "H", "H", "C", "N", "O", "O", "H", "H", "H", "C", "N", "O", "O", "H", "H", "H"],
  "xyz": [[1.515, -5.123, 1.101], [2.460, -5.186, 0.191], [2.221, -5.328, -1.133], [0.864, -5.326, -1.538], [-0.168, -5.285, -0.600], [0.192, -5.183, 0.764], [3.440, -4.992, 0.568], [3.013, -5.422, -1.835], [0.627, -5.355, -2.637], [-1.197, -5.339, -0.921], [-0.542, -5.138, 1.568], [-2.848, 4.520, -1.712], [-2.105, 5.380, -2.401], [-1.400, 6.456, -1.930], [-1.458, 6.644, -0.563], [-2.228, 5.789, 0.245], [-2.872, 4.686, -0.387], [-2.066, 5.175, -3.498], [-0.797, 7.101, -2.576], [-0.849, 7.433, -0.119], [-2.273, 5.905, 1.277], [-3.317, 3.844, 0.142], [-3.745, -4.360, -0.023], [-2.812, -3.407, 0.122], [-2.647, -2.595, 1.194], [-3.401, -2.968, 2.321], [-4.295, -4.081, 2.285], [-4.471, -4.661, 1.051], [-2.194, -3.186, -0.819], [-1.958, -1.793, 1.158], [-3.263, -2.395, 3.240], [-4.889, -4.329, 3.179], [-5.292, -5.334, 0.840], [-1.222, 1.312, -4.211], [-0.706, 1.148, -5.404], [-1.284, 1.677, -6.578], [-2.397, 2.487, -6.460], [-2.892, 2.752, -5.210], [-2.341, 2.083, -4.076], [0.161, 0.534, -5.717], [-0.846, 1.631, -7.630], [-2.919, 2.970, -7.279], [-3.795, 3.391, -5.048], [-2.816, 2.214, -3.094], [3.266, 3.390, -1.224], [1.915, 3.441, -1.095], [1.168, 4.585, -0.964], [1.840, 5.777, -0.952], [3.206, 5.799, -1.181], [3.869, 4.587, -1.328], [1.401, 2.505, -0.909], [0.084, 4.476, -0.870], [1.397, 6.775, -0.797], [3.798, 6.683, -1.083], [4.957, 4.500, -1.478], [0.824, -2.922, 6.390], [0.341, -1.880, 5.746], [0.146, -1.867, 4.359], [0.344, -3.030, 3.619], [0.774, -4.122, 4.282], [1.048, -4.026, 5.670], [0.168, -0.978, 6.331], [-0.255, -1.036, 3.871], [0.179, -3.026, 2.545], [0.902, -5.127, 3.767], [1.524, -4.918, 6.107], [-0.237, 0.472, -1.201], [0.748, -0.070, 0.209], [-0.301, -0.258, 1.279], [1.198, -1.646, -0.503], [0.187, 0.285, -2.159], [-0.455, 1.493, -1.025], [-1.216, -0.053, -1.328], [1.964, -2.113, 0.162], [1.718, -1.569, -1.448], [0.237, -2.178, -0.623], [1.396, 2.497, 2.504], [0.291, 3.423, 2.099], [0.410, 4.541, 2.479], [-0.621, 3.012, 1.442], [0.852, 1.736, 3.027], [2.078, 3.011, 3.148], [1.875, 2.153, 1.617], [-5.645, -1.058, -0.537], [-4.898, 0.234, -0.306], [-5.108, 0.689, 0.787], [-4.195, 0.735, -1.167], [-5.259, -1.720, 0.260], [-5.326, -1.408, -1.572], [-6.660, -0.879, -0.418], [3.936, -2.146, 3.974], [3.907, -1.482, 2.693], [4.961, -1.398, 2.020], [2.825, -1.007, 2.405], [3.680, -1.446, 4.803], [4.952, -2.599, 4.128], [3.143, -2.892, 4.024], [5.962, 0.340, -0.713], [5.057, -0.665, -1.440], [5.505, -1.727, -1.695], [3.935, -0.308, -1.580], [6.528, 0.836, -1.475], [6.690, -0.242, -0.119], [5.374, 1.035, -0.121], [2.173, -1.495, -4.152], [1.552, -2.817, -4.404], [0.405, -3.009, -4.131], [2.322, -3.578, -5.015], [2.991, -1.747, -3.511], [1.591, -0.790, -3.430], [2.453, -1.098, -5.148], [-2.487, 1.594, 3.384], [-2.135, 0.953, 4.642], [-0.973, 1.158, 5.049], [-2.895, 0.200, 5.209], [-3.536, 1.490, 3.207], [-1.938, 0.990, 2.656], [-2.090, 2.594, 3.362]],
  "lowdin_charge": [0.056, -0.195, -0.063, -0.063, -0.074, -0.116, 0.100, 0.097, 0.116, 0.084, 0.099, 0.063, -0.185, -0.103, -0.101, -0.041, -0.125, 0.108, 0.116, 0.107, 0.077, 0.105, 0.060, -0.211, -0.082, -0.043, -0.055, -0.180, 0.126, 0.061, 0.103, 0.110, 0.102, 0.059, -0.175, -0.081, -0.114, -0.084, -0.105, 0.099, 0.124, 0.104, 0.117, 0.082, 0.070, -0.138, -0.073, -0.074, -0.069, -0.156, 0.062, 0.092, 0.108, 0.095, 0.106, 0.051, -0.151, -0.057, -0.111, -0.108, -0.154, 0.101, 0.055, 0.086, 0.113, 0.104, -0.249, 0.828, -0.553, -0.247, 0.010, 0.014, 0.080, 0.055, 0.012, 0.060, 0.065, -0.449, 0.084, 0.039, 0.079, 0.096, 0.059, 0.061, -0.443, 0.054, 0.052, 0.084, 0.125, 0.068, 0.028, -0.412, 0.045, 0.047, 0.124, 0.118, 0.080, 0.057, -0.459, 0.090, 0.052, 0.081, 0.097, 0.087, 0.021, -0.445, 0.080, 0.037, 0.059, 0.104, 0.115, 0.044, -0.423, 0.019, 0.078, 0.091, 0.087, 0.089],
  "total_charge": 0
}

{
  "formula": "C38H54N14O5S2Sr",
  "method": "ωB97M-V with the def2-TZVPD basis set",
  "species": ["Sr", "O", "C", "C", "C", "N", "C", "C", "C", "O", "O", "C", "O", "O", "H", "H", "H", "N", "C", "N", "C", "N", "C", "C", "N", "C", "C", "N", "H", "H", "H", "H", "H", "N", "C", "C", "C", "C", "C", "C", "H", "H", "H", "H", "H", "H", "H", "C", "C", "C", "C", "N", "C", "S", "N", "C", "C", "C", "C", "H", "H", "H", "H", "H", "H", "H", "H", "H", "H", "H", "H", "H", "H", "H", "H", "H", "H", "H", "H", "C", "C", "C", "N", "N", "C", "N", "S", "H", "H", "H", "H", "H", "H", "H", "C", "C", "N", "C", "C", "N", "C", "C", "H", "H", "H", "H", "H", "H", "H", "H", "H", "H", "H", "H"],
  "xyz": [[-0.922, 0.832, -0.977], [1.967, -2.824, -5.313], [1.249, -2.072, -4.448], [0.692, -0.846, -4.812], [-0.006, -0.149, -3.852], [-0.135, -0.610, -2.608], [0.383, -1.789, -2.257], [1.076, -2.569, -3.158], [0.171, -2.157, -0.780], [0.612, -3.241, -0.393], [-0.439, -1.259, -0.102], [-0.701, 1.204, -4.091], [-0.940, 1.537, -5.247], [-0.979, 1.835, -3.007], [1.981, -2.399, -6.177], [0.785, -0.439, -5.813], [1.464, -3.536, -2.866], [-5.148, 0.677, -2.486], [-3.826, 0.833, -2.598], [-3.244, 0.288, -1.552], [-4.287, -0.196, -0.818], [-5.467, 0.019, -1.350], [-4.095, -0.950, 0.435], [-4.952, -1.994, 0.770], [-4.765, -2.735, 1.856], [-3.711, -2.426, 2.610], [-2.874, -1.370, 2.292], [-3.061, -0.626, 1.206], [-5.871, 0.979, -3.110], [-3.323, 1.333, -3.417], [-5.802, -2.228, 0.141], [-3.538, -3.036, 3.490], [-2.038, -1.112, 2.938], [-0.192, 0.852, 1.832], [-0.099, 1.249, 3.186], [1.142, 1.380, 3.811], [1.215, 1.819, 5.126], [0.063, 2.139, 5.835], [-1.172, 2.012, 5.212], [-1.256, 1.572, 3.898], [-1.048, 0.342, 1.632], [0.607, 0.284, 1.537], [2.042, 1.122, 3.262], [2.185, 1.905, 5.603], [0.126, 2.481, 6.861], [-2.079, 2.252, 5.753], [-2.222, 1.481, 3.408], [0.062, -5.405, 3.125], [-0.521, -4.194, 3.862], [0.451, -3.034, 4.090], [0.869, -2.280, 2.833], [1.898, -2.991, 2.078], [2.681, -2.368, 1.170], [2.836, -0.694, 1.081], [3.381, -3.184, 0.359], [4.073, -2.713, -0.836], [4.720, -3.868, -1.593], [3.772, -4.697, -2.465], [2.634, -5.405, -1.724], [-0.576, -6.280, 3.256], [1.055, -5.657, 3.510], [0.133, -5.227, 2.047], [-0.883, -4.522, 4.839], [-1.391, -3.827, 3.307], [1.349, -3.394, 4.603], [-0.032, -2.315, 4.759], [1.290, -1.319, 3.110], [0.004, -2.103, 2.186], [1.645, -3.933, 1.823], [3.096, -4.151, 0.347], [4.830, -2.000, -0.522], [3.375, -2.178, -1.489], [5.240, -4.516, -0.879], [5.484, -3.440, -2.246], [4.372, -5.449, -2.983], [3.349, -4.045, -3.236], [3.023, -6.006, -0.892], [2.113, -6.091, -2.394], [1.891, -4.700, -1.337], [-5.957, 5.839, -0.879], [-4.929, 5.114, -1.757], [-3.829, 4.487, -0.960], [-3.608, 3.226, -0.873], [-2.554, 2.884, -0.041], [-2.002, 3.938, 0.501], [-0.932, 3.876, 1.329], [-2.726, 5.437, 0.016], [-6.727, 6.303, -1.496], [-5.482, 6.622, -0.285], [-6.437, 5.138, -0.195], [-4.498, 5.816, -2.474], [-5.408, 4.311, -2.316], [-0.619, 2.947, 1.592], [-0.728, 4.640, 1.946], [2.255, 1.626, -1.850], [3.617, 2.319, -2.133], [3.641, 3.656, -1.531], [2.522, 4.444, -2.060], [1.167, 3.758, -1.728], [1.407, 2.493, -1.000], [2.146, 2.791, 0.243], [3.478, 3.522, -0.083], [2.399, 0.673, -1.332], [1.718, 1.440, -2.778], [3.787, 2.424, -3.206], [4.445, 1.744, -1.713], [2.659, 4.547, -3.137], [2.578, 5.442, -1.620], [0.601, 3.524, -2.627], [0.543, 4.396, -1.097], [2.340, 1.847, 0.751], [1.510, 3.402, 0.879], [4.332, 2.970, 0.311], [3.496, 4.523, 0.353]],
  "lowdin_charge": [1.452, 0.079, -0.269, 0.071, -0.189, -0.014, -0.149, 0.074, -0.573, 0.014, -0.237, -0.628, 0.040, -0.269, 0.114, 0.131, 0.096, 0.040, -0.152, 0.013, -0.314, 0.137, -0.189, -0.063, 0.094, -0.111, -0.106, 0.137, 0.154, 0.132, 0.116, 0.104, 0.099, 0.058, -0.334, -0.045, -0.083, -0.106, -0.092, -0.057, 0.015, -0.008, 0.079, 0.104, 0.097, 0.102, 0.110, -0.103, -0.251, -0.188, -0.215, 0.022, -0.786, 0.738, 0.010, -0.217, -0.189, -0.249, -0.115, 0.071, 0.077, 0.065, 0.104, 0.078, 0.116, 0.108, 0.066, 0.097, 0.101, 0.111, 0.097, 0.106, 0.115, 0.110, 0.105, 0.081, 0.079, 0.079, 0.031, -0.103, -0.238, -0.596, 0.023, -0.043, -0.707, 0.116, 1.094, 0.073, 0.061, 0.080, 0.111, 0.106, 0.050, 0.106, -0.156, -0.139, -0.161, -0.146, -0.144, -0.191, -0.166, -0.146, 0.071, 0.100, 0.116, 0.116, 0.115, 0.111, 0.101, 0.105, 0.037, 0.092, 0.115, 0.113],
  "total_charge": 0
}

E_tot in eV, matching the order above: -95595.594 -93893.904
Energy relative to the best compared isomer or geometry (same formula, charge and spin) in kcal/mol, matching the order above: 12.9 5.8
Gap between HOMO and LUMO in eV, matching the order above: 8.9 7.9